--- i ---
{
  "formula": "C5H8N2O",
  "method": "ωB97M-V/def2-TZVPD",
  "charge": 0,
  "e_lumo_ev": -0.40,
  "smiles": "C1=N\\N=C/COCC/1",
  "species": ["C", "N", "N", "C", "C", "O", "C", "C", "H", "H", "H", "H", "H", "H", "H", "H"],
  "xyz": [[-0.525, -1.960, -0.552], [0.554, -1.583, -1.169], [1.366, -0.400, -1.182], [1.123, 0.871, -0.719], [0.679, 1.964, 0.419], [-0.644, 1.498, 0.777], [-0.584, 0.137, 0.367], [-1.563, -1.028, 0.403], [-0.485, -3.197, -0.389], [2.012, 1.632, -1.178], [0.790, 3.101, 0.183], [1.583, 1.734, 1.239], [-0.320, 0.153, -0.755], [0.159, -0.158, 1.207], [-2.706, -0.991, 0.233], [-1.439, -1.774, 1.113]]
}

---

--- ii ---
{
  "formula": "C5H8N2O",
  "method": "ωB97M-V/def2-TZVPD",
  "charge": 0,
  "e_lumo_ev": -0.18,
  "smiles": "[H]/N=C/[C@H](O)C(C)=C=N",
  "species": ["H", "N", "C", "C", "O", "C", "C", "C", "N", "H", "H", "H", "H", "H", "H", "H"],
  "xyz": [[3.361, -0.613, 0.018], [2.520, -0.174, 0.382], [1.522, -0.168, -0.410], [0.397, 0.976, -0.055], [0.715, 1.485, 1.197], [-0.788, 0.061, -0.010], [-2.188, 0.555, 0.074], [-0.317, -1.188, -0.022], [-0.290, -2.426, 0.037], [1.570, -0.466, -1.464], [0.319, 1.772, -0.805], [1.534, 1.036, 1.498], [-2.321, 1.134, 0.990], [-2.398, 1.225, -0.764], [-2.899, -0.271, 0.057], [-0.735, -2.939, -0.722]]
}

---

--- iii ---
{
  "formula": "C5H8N2O",
  "method": "ωB97M-V/def2-TZVPD",
  "charge": 0,
  "e_lumo_ev": [-1.14, -1.14],
  "species": ["C", "C", "C", "C", "N", "C", "N", "O", "H", "H", "H", "H", "H", "H", "H", "H"],
  "xyz": [[-1.809, 0.779, 0.254], [1.025, -0.441, 0.415], [-0.318, 0.974, 0.222], [0.385, -0.334, -0.879], [2.236, 0.260, 0.519], [-0.099, -1.014, -1.879], [0.759, -1.517, 1.157], [0.190, 2.040, 0.472], [2.886, -0.185, 1.152], [2.107, 1.256, 0.658], [-0.115, -1.447, 1.678], [-2.129, 0.590, 1.278], [-2.293, 1.690, -0.098], [-2.177, -0.035, -0.363], [-0.656, -0.523, -2.669], [0.008, -2.092, -1.917]]
}

---

--- iv ---
{
  "formula": "C5H8N2O",
  "method": "ωB97M-V/def2-TZVPD",
  "charge": 0,
  "e_lumo_ev": 0.71,
  "smiles": "CC1(C)C=NN=CO1",
  "species": ["C", "C", "C", "C", "N", "N", "C", "O", "H", "H", "H", "H", "H", "H", "H", "H"],
  "xyz": [[-0.789, -1.103, 1.261], [-0.024, -0.173, 0.130], [0.273, 1.060, 0.959], [1.039, -0.867, -0.501], [1.434, -0.270, -1.532], [0.846, 1.063, -2.136], [-0.437, 0.959, -1.945], [-0.907, 0.049, -1.103], [-0.058, -1.381, 2.058], [-1.553, -0.691, 1.959], [-1.368, -2.168, 0.874], [-0.551, 2.019, 1.067], [1.179, 1.559, 0.152], [0.776, 0.721, 1.898], [1.390, -2.080, -0.405], [-1.250, 1.303, -2.737]]
}

---

Winner for stability: ii

---

--- i ---
{
  "formula": "C5H8N2O",
  "method": "ωB97M-V/def2-TZVPD",
  "charge": 0,
  "e_lumo_ev": 0.49,
  "smiles": "[H]/N=C\\N1[C@H](C=O)[C@@H]1C",
  "species": ["H", "N", "C", "N", "C", "C", "O", "C", "C", "H", "H", "H", "H", "H", "H", "H"],
  "xyz": [[-0.367, -1.357, -2.355], [0.608, -1.015, -2.389], [1.051, -0.825, -1.203], [0.421, -1.073, 0.017], [-0.914, -0.701, 0.469], [-1.739, 0.223, -0.333], [-1.295, 1.035, -1.130], [0.323, -0.131, 1.108], [0.811, 1.304, 1.023], [2.023, -0.376, -1.038], [-1.412, -1.567, 0.919], [-2.838, 0.262, -0.152], [0.581, -0.630, 2.043], [0.462, 1.696, 0.078], [0.391, 1.837, 1.879], [1.894, 1.317, 1.063]]
}

---

--- ii ---
{
  "formula": "C5H8N2O",
  "method": "ωB97M-V/def2-TZVPD",
  "charge": 0,
  "e_lumo_ev": 0.46,
  "species": ["C", "C", "C", "C", "C", "H", "H", "H", "H", "H", "H", "H", "H", "N", "N", "O"],
  "xyz": [[1.825, 0.953, 0.270], [0.726, -0.173, 0.085], [1.248, -1.418, -0.474], [-1.804, -0.691, 0.572], [-1.090, 1.307, -0.246], [2.713, 0.357, 0.553], [2.314, 1.493, -0.819], [1.588, 2.196, 0.892], [2.328, -1.700, -0.662], [0.320, -2.099, -0.888], [-1.224, -1.324, 1.415], [-3.237, -1.808, 0.131], [-0.139, 1.918, -0.599], [-0.613, 0.151, 0.268], [-2.832, -0.888, -0.234], [-2.124, 1.726, -0.265]]
}

---

Winner for stability: i

---

--- i ---
{
  "formula": "C5H8N2O",
  "method": "ωB97M-V/def2-TZVPD",
  "charge": 0,
  "e_lumo_ev": 0.94,
  "species": ["C", "C", "C", "C", "C", "H", "H", "H", "H", "H", "H", "H", "H", "N", "N", "O"],
  "xyz": [[-1.316, -1.382, -1.002], [0.070, 1.232, 0.666], [1.286, 0.995, -0.432], [0.772, -0.484, -0.328], [0.608, -0.016, 1.210], [-2.751, -0.470, -0.159], [-0.640, -2.240, -1.404], [-0.353, 2.178, 1.221], [2.339, 1.039, -0.120], [1.274, 1.444, -1.580], [1.433, -1.348, -0.476], [-0.128, -0.431, 1.920], [1.240, 0.363, 2.004], [-2.302, -1.478, -0.294], [-0.449, -0.249, -1.079], [-1.083, 0.846, -0.148]]
}

---

--- ii ---
{
  "formula": "C5H8N2O",
  "method": "ωB97M-V/def2-TZVPD",
  "charge": 0,
  "e_lumo_ev": 0.00,
  "smiles": "CC(=O)/C=N\\N1CC1",
  "species": ["C", "C", "O", "C", "N", "N", "C", "C", "H", "H", "H", "H", "H", "H", "H", "H"],
  "xyz": [[1.885, 1.276, -0.011], [2.059, -0.265, -0.019], [3.039, -0.883, 0.539], [0.940, -1.109, -0.469], [-0.333, -1.013, -0.288], [-0.943, 0.086, 0.335], [-2.058, 0.147, -0.519], [-2.242, -0.402, 0.861], [1.197, 1.527, -0.784], [1.409, 1.447, 0.999], [2.779, 1.817, -0.271], [1.387, -1.970, -0.764], [-2.056, -0.581, -1.480], [-2.451, 1.160, -0.734], [-2.347, -1.542, 0.961], [-2.268, 0.306, 1.642]]
}

---

Winner for stability: ii